Formula: C8H20I2N2
Source: the OMol25 dataset
Level of theory: ωB97M-V with the def2-TZVPD basis set

Bonds (Å) are listed after each position.
Geometry (Å):
1 C 1.187 2.980 1.068  N9 1.514, H13 1.152, H14 1.064, H15 1.105
2 C 1.825 1.448 2.946  N9 1.515, H16 1.039, H17 1.101, H18 1.035
3 C 2.823 1.225 0.630  N9 1.527, H19 1.109, H20 1.128, H21 1.128
4 C -3.996 1.230 -1.223  N10 1.473, H22 1.059, H23 1.130, H24 1.187
5 C -1.848 2.354 -1.334  N10 1.510, H25 1.104, H26 1.088, H27 1.027
6 C -2.367 0.319 -2.688  N10 1.445, H28 1.084, H29 1.101, H30 1.149
7 C 0.515 0.644 1.161  N9 1.446, I12 2.297, H31 1.128, H32 1.080
8 C -1.940 0.147 -0.359  N10 1.520, I11 2.106, I12 2.126
9 N 1.586 1.571 1.454  C1 1.514, C2 1.515, C3 1.527, C7 1.446
10 N -2.554 1.023 -1.439  C4 1.473, C5 1.510, C6 1.445, C8 1.520
11 I -2.837 -1.713 0.052  C8 2.106, I12 3.449
12 I -1.689 1.219 1.459  C7 2.297, C8 2.126, I11 3.449
13 H 2.080 3.708 1.086  C1 1.152
14 H 0.631 3.019 0.163  C1 1.064
15 H 0.546 3.393 1.868  C1 1.105
16 H 2.457 0.636 3.084  C2 1.039
17 H 2.301 2.326 3.410  C2 1.101
18 H 0.895 1.338 3.387  C2 1.035
19 H 3.480 2.117 0.688  C3 1.109
20 H 3.448 0.346 0.961  C3 1.128
21 H 2.425 1.006 -0.403  C3 1.128
22 H -4.575 0.355 -1.080  C4 1.059
23 H -4.427 1.968 -0.484  C4 1.130
24 H -4.490 1.593 -2.240  C4 1.187
25 H -1.809 2.989 -2.236  C5 1.104
26 H -2.506 2.869 -0.636  C5 1.088
27 H -0.938 2.249 -0.870  C5 1.027
28 H -3.291 0.278 -3.255  C6 1.084
29 H -1.504 0.710 -3.248  C6 1.101
30 H -2.113 -0.789 -2.527  C6 1.149
31 H 0.392 0.394 0.068  C7 1.128
32 H 0.562 -0.243 1.775  C7 1.080

Results
**HOMO (spin up / spin down)**: -14.70 / -14.70 eV
**Lowest unoccupied orbital energy (spin up / spin down)**: -7.941 / -7.940 eV
**Charge**: +2
**Largest force on an atom**: 5.24 eV/A
**Energy above the lowest of the compared OMol25 structures with the same formula, charge and spin**: 0.737 eV